Record 1
11
Properties=species:S:1:pos:R:3:lowdin_charge:R:1 method="wB97M-V/def2-TZVPD" gap_ev="8.060 / 8.057" lumo_ev="-1.097 / -1.099" spin_multiplicity=1 e_homo_ev="-9.157 / -9.156" de_lowest_kcal_mol=99.0 molar_mass_g_mol=100.08
C -1.4818 -0.8077 -0.1164 0.115
N -0.3570 -0.1572 -0.1217 -0.162
N 0.7458 -0.7053 -0.6476 0.051
C 1.9328 -0.3929 -0.0375 -0.394
O 2.1185 0.1600 1.0306 -0.006
C -0.5169 1.2590 0.3329 -0.192
O 0.3185 2.0908 0.3051 0.159
H -2.4169 -0.2693 -0.0324 0.085
H -1.4656 -1.8741 -0.2790 0.101
H -1.5555 1.3822 0.6808 0.131
H 2.7618 -0.7830 -0.6564 0.113



Record 2
23
Properties=species:S:1:pos:R:3:lowdin_charge:R:1 method="wB97M-V/def2-TZVPD" gap_ev="5.601 / 5.604" lumo_ev="-1.621 / -1.619" spin_multiplicity=1 e_homo_ev="-7.222 / -7.223" de_lowest_kcal_mol=191.5 molar_mass_g_mol=182.18
C -0.3201 0.5413 -2.2984 -0.235
C -1.7391 0.0397 2.3157 -0.011
C -1.7788 0.5441 1.0921 -0.210
C 0.8340 -1.5396 0.4086 -0.166
C -0.5988 -1.3477 -0.0217 -0.170
C 2.0966 0.2916 -0.5545 0.159
C -0.5455 0.8909 -0.9530 -0.260
N -0.1482 0.1347 -3.3698 0.145
N 1.7112 -0.9767 -0.5880 -0.007
N -1.0661 0.0266 0.0552 -0.085
N -0.1215 2.1417 -0.6544 -0.470
O 0.1508 2.8659 -1.5862 0.012
O 0.0776 2.4929 0.4959 -0.001
H -2.2512 0.3290 3.2510 0.057
H -0.9588 -0.6982 2.5903 0.045
H -2.3281 1.4728 0.7801 0.146
H 1.2290 -0.9541 1.4110 0.191
H 0.9250 -2.7159 0.3449 0.163
H -0.6451 -1.8290 -1.0514 0.145
H -1.1886 -1.9335 0.7335 0.135
H 2.5812 0.8864 -1.3677 0.147
H 2.0656 0.8265 0.3793 0.103
H 2.0188 -1.4893 -1.4126 0.166



Record 3
31
Properties=species:S:1:pos:R:3:lowdin_charge:R:1 method="wB97M-V/def2-TZVPD" gap_ev=8.759 lumo_ev=0.633 spin_multiplicity=1 e_homo_ev=-8.126 de_lowest_kcal_mol=30.5 molar_mass_g_mol=199.24
C -2.1846 -0.4808 5.8195 -0.112
C -1.3015 0.5400 5.3711 -0.111
C -1.6211 0.8091 4.0673 -0.157
N -2.6585 -0.0074 3.7120 -0.003
C -3.0093 -0.7963 4.7729 -0.142
H -2.2099 -0.9309 6.7978 0.089
H -0.5231 1.0199 5.9404 0.089
H -1.2013 1.5124 3.3681 0.096
H -3.0980 -0.0248 2.8098 0.129
H -3.8091 -1.5124 4.6946 0.105
C 2.9705 -0.1880 -3.5426 -0.106
C 3.5567 -0.4953 -4.8014 -0.110
C 2.5351 -0.6936 -5.6915 -0.143
N 1.3549 -0.5188 -5.0222 0.001
C 1.6129 -0.2121 -3.7135 -0.153
H 3.4786 0.0261 -2.6169 0.090
H 4.6080 -0.5623 -5.0261 0.089
H 2.5499 -0.9440 -6.7384 0.105
H 0.4420 -0.6080 -5.4271 0.142
H 0.8095 -0.0249 -3.0220 0.072
N 1.4137 -0.1566 -0.1402 -0.056
C 0.4811 0.9543 -0.1897 -0.542
P -1.3278 0.4275 -0.1825 0.626
H 1.3355 -0.6644 0.7343 0.053
H 1.2361 -0.8249 -0.8839 0.033
H 0.6726 1.5472 -1.0947 0.062
H 0.6417 1.6143 0.6716 0.066
H -1.7725 1.7910 -0.1484 -0.033
H -1.1320 -0.2656 1.0536 -0.035
H -1.1208 -0.3308 -1.3862 -0.035
H -2.7291 0.0000 -0.1860 -0.109



Record 4
84
Properties=species:S:1:pos:R:3:lowdin_charge:R:1 method="wB97M-V/def2-TZVPD" gap_ev=0.939 total_charge=-1 lumo_ev=0.083 spin_multiplicity=1 e_homo_ev=-0.856 molar_mass_g_mol=487.63
C -11.2860 1.3638 1.1031 -0.187
C -10.0511 1.2790 -0.0216 -0.261
C -9.0424 2.5227 0.3294 -0.265
C -7.4479 2.2090 0.1158 -0.340
C -6.9299 0.7788 0.7267 -0.326
C -5.4908 1.0173 1.5444 -0.305
C -5.8784 1.5539 3.0524 -0.217
C -5.1231 2.9589 3.4821 -0.259
O -6.0487 4.1399 3.4696 -0.177
H -12.1270 2.1292 0.7696 0.061
H -11.7250 0.2765 1.3235 0.063
H -10.8831 1.7415 2.1597 0.065
H -10.5764 1.4057 -1.0801 0.098
H -9.5900 0.2104 0.1019 0.086
H -9.2642 2.9937 1.4035 0.099
H -9.3140 3.3950 -0.4390 0.091
H -7.1519 2.3886 -1.0213 0.078
H -6.8604 3.0572 0.7166 0.068
H -7.7479 0.4265 1.5211 0.005
H -4.7972 1.7746 0.9361 0.090
H -4.9020 -0.0132 1.6738 0.075
H -7.0413 1.8017 3.0604 0.102
H -5.6179 0.6637 3.8034 0.099
H -4.6956 2.7670 4.5794 0.103
H -4.1637 3.1904 2.8215 0.104
H -5.9429 4.6492 2.6132 0.082
O -2.0855 0.1288 0.5772 -0.301
P -0.6142 0.5720 0.3875 0.753
N -0.1329 -0.9673 -0.1459 -0.335
C 1.0079 -1.7603 0.2573 -0.143
C -0.7921 -1.5503 -1.3068 -0.135
N -0.3462 0.6702 2.0854 -0.361
C -0.1836 -0.5271 2.8980 -0.129
C -1.2732 1.5774 2.7736 -0.152
N 1.0773 1.0815 0.1693 -0.294
C 1.4721 1.3009 -1.2261 -0.133
C 1.6299 2.1683 0.9814 -0.136
H 1.5399 -2.1728 -0.6099 0.076
H 0.6818 -2.6025 0.8789 0.082
H 1.7578 -1.2033 0.8246 0.056
H -0.2397 -1.3223 -2.2229 0.064
H -1.8123 -1.1732 -1.4424 0.075
H -0.8768 -2.6404 -1.2153 0.082
H -0.9805 -1.2564 2.7155 0.090
H -0.1794 -0.2948 3.9682 0.079
H 0.7838 -0.9963 2.7158 0.054
H -2.2497 1.1153 2.9480 0.075
H -1.4291 2.4872 2.1805 0.069
H -0.8610 1.8975 3.7371 0.076
H 2.5189 1.0161 -1.3598 0.073
H 1.3498 2.3494 -1.5282 0.081
H 0.8870 0.7026 -1.9255 0.067
H 1.8141 1.8442 2.0096 0.077
H 0.9633 3.0367 0.9901 0.082
H 2.6095 2.4950 0.6071 0.076
O 4.3843 -2.0309 -2.1879 -0.316
P 5.8556 -1.5878 -2.3777 0.750
N 6.3369 -3.1271 -2.9110 -0.339
C 7.4777 -3.9201 -2.5078 -0.144
C 5.6777 -3.7101 -4.0720 -0.137
N 6.1237 -1.4895 -0.6797 -0.360
C 6.2862 -2.6869 0.1329 -0.124
C 5.1966 -0.5823 0.0084 -0.148
N 7.5472 -1.0783 -2.5958 -0.292
C 7.9420 -0.8588 -3.9912 -0.135
C 8.0998 0.0086 -1.7838 -0.130
H 8.0097 -4.3326 -3.3750 0.078
H 7.1516 -4.7622 -1.8862 0.084
H 8.2277 -3.3631 -1.9406 0.069
H 6.2302 -3.4821 -4.9880 0.065
H 4.6575 -3.3329 -4.2076 0.072
H 5.5930 -4.8002 -3.9805 0.084
H 5.4893 -3.4162 -0.0496 0.089
H 6.2904 -2.4546 1.2030 0.082
H 7.2537 -3.1560 -0.0494 0.057
H 4.2202 -1.0445 0.1828 0.066
H 5.0407 0.3274 -0.5847 0.065
H 5.6088 -0.2623 0.9719 0.081
H 8.9887 -1.1437 -4.1249 0.089
H 7.8196 0.1896 -4.2934 0.084
H 7.3568 -1.4572 -4.6907 0.065
H 8.2839 -0.3155 -0.7556 0.080
H 7.4331 0.8769 -1.7751 0.084
H 9.0793 0.3352 -2.1581 0.082



Record 5
13
Properties=species:S:1:pos:R:3:lowdin_charge:R:1 method="wB97M-V/def2-TZVPD" gap_ev=9.074 lumo_ev=-0.101 spin_multiplicity=1 e_homo_ev=-9.175 de_lowest_kcal_mol=4.0 molar_mass_g_mol=117.26
O 0.6568 -2.3497 1.1075 0.002
C 0.3179 -1.3196 0.4936 -0.656
C -0.3582 -0.2273 1.2780 -0.289
Si -0.3458 1.5083 0.4670 0.569
Si -0.0550 0.5749 -1.7052 0.598
N 0.4798 -1.0795 -0.7926 -0.080
H -1.3594 -0.5414 1.4746 0.076
H 0.0269 -0.0954 2.2072 0.034
H -1.3702 2.4057 0.9000 -0.103
H 0.8609 2.1798 1.0178 -0.067
H 1.3481 0.5984 -2.5495 -0.040
H -1.1740 -0.0064 -2.4854 -0.097
H 0.9722 -1.6479 -1.4128 0.052



Record 6
38
Properties=species:S:1:pos:R:3:lowdin_charge:R:1 method="wB97M-V/def2-TZVPD" gap_ev=9.256 lumo_ev=0.622 spin_multiplicity=1 e_homo_ev=-8.635 de_lowest_kcal_mol=0.0 molar_mass_g_mol=327.22
O -1.6401 3.1982 -0.3106 0.066
C -1.5973 2.0415 0.0641 -0.453
N -0.4754 1.4616 0.5387 0.071
C 0.8056 2.1231 0.5346 -0.174
C 1.6547 1.7416 -0.6855 -0.153
C 1.6500 0.2315 -0.9597 -0.203
N 1.7399 -0.5447 0.2683 -0.184
C 1.3071 -1.9284 0.1414 -0.165
C 2.3555 -2.8234 -0.5315 -0.192
O 3.5839 -2.7696 0.1602 -0.131
C 4.0649 -1.4439 0.2337 -0.189
C 3.0469 -0.5178 0.9120 -0.154
C -2.8170 1.1718 0.0711 -0.126
C -2.7726 -0.2110 -0.0771 -0.025
C -3.9400 -0.9524 -0.0895 -0.122
C -5.1558 -0.3042 0.0505 -0.678
Br -6.7612 -1.3286 0.0441 0.726
C -5.2253 1.0723 0.1862 -0.112
C -4.0529 1.8024 0.1877 -0.007
H -0.4616 0.4906 0.8041 0.116
H 1.3290 1.8511 1.4533 0.116
H 0.6180 3.1991 0.5250 0.120
H 1.2609 2.2427 -1.5707 0.116
H 2.6710 2.1026 -0.5238 0.103
H 2.4498 0.0045 -1.6810 0.115
H 0.7007 -0.0311 -1.4351 0.117
H 0.3723 -1.9715 -0.4220 0.111
H 1.1272 -2.3045 1.1545 0.127
H 2.0414 -3.8682 -0.5122 0.126
H 2.4995 -2.5122 -1.5784 0.124
H 4.9884 -1.4884 0.8128 0.126
H 4.2979 -1.0765 -0.7781 0.121
H 3.4267 0.5032 0.9237 0.116
H 2.9038 -0.8518 1.9448 0.129
H -1.8318 -0.7256 -0.2082 0.096
H -3.9082 -2.0246 -0.2095 0.101
H -6.1815 1.5626 0.2843 0.103
H -4.0746 2.8778 0.2775 0.122



Record 7
54
Properties=species:S:1:pos:R:3:lowdin_charge:R:1 method="wB97M-V/def2-TZVPD" gap_ev="6.298 / 5.162" total_charge=+1 lumo_ev="-4.837 / -5.143" spin_multiplicity=1 e_homo_ev="-11.134 / -10.305" de_lowest_kcal_mol=69.2 molar_mass_g_mol=768.54
Pb -9.8556 -14.1542 6.1829 1.069
O -9.2813 -18.2508 10.9206 -0.069
C -10.4731 -18.7303 10.3018 -0.199
C -10.7951 -17.8087 9.0625 -0.577
C -12.0984 -18.4477 8.5452 -0.219
O -13.2972 -18.1682 9.3300 -0.064
C -9.6748 -18.0641 8.0645 -0.422
Se -9.8752 -17.1320 6.2509 0.620
C -10.8539 -16.3259 9.4669 -0.494
Se -11.7125 -14.9833 8.2517 0.506
H -9.0816 -18.8026 11.7003 0.109
H -11.3088 -18.5510 11.0217 0.142
H -10.3674 -19.8186 10.0433 0.144
H -11.9540 -19.5254 8.6561 0.127
H -12.2493 -18.1756 7.4883 0.095
H -13.5617 -17.2375 9.1626 0.075
H -9.6540 -19.1167 7.8351 0.074
H -8.7056 -17.6313 8.3833 0.075
H -9.8417 -15.9233 9.6966 0.079
H -11.4550 -16.1413 10.3785 0.073
C -11.1904 -9.5003 6.2942 -0.055
C -10.1417 -8.8558 5.6438 -0.024
C -9.0120 -9.6062 5.2809 0.007
C -8.9673 -10.9667 5.6272 -0.218
N -10.0795 -11.5806 6.1293 -0.020
C -11.1149 -10.8455 6.5843 -0.109
C -7.7633 -11.8179 5.4297 -0.211
C -6.5582 -11.1852 4.9989 -0.014
C -5.4490 -11.9893 4.7454 -0.050
C -5.5233 -13.3510 5.0749 -0.074
C -6.6821 -13.9671 5.4900 -0.136
C -7.8006 -13.1812 5.6119 -0.280
H -12.0373 -8.9480 6.6413 0.106
H -10.2111 -7.7783 5.4775 0.123
H -8.1945 -9.1253 4.7067 0.120
H -11.8799 -11.3701 7.1586 0.117
H -6.3849 -10.0978 4.9494 0.117
H -4.5584 -11.5999 4.1971 0.129
H -4.6560 -13.9854 5.0472 0.108
H -6.7552 -15.0337 5.6836 0.096
F -13.1469 -16.2059 -0.3695 0.128
C -13.4504 -15.0088 0.2282 -0.450
F -13.2318 -14.0449 -0.7281 0.121
F -14.8394 -15.0427 0.4265 0.087
C -12.6834 -14.7421 1.5505 -0.056
C -11.2823 -14.6362 1.6153 0.017
C -10.6240 -14.5028 2.8157 -0.119
N -11.3571 -14.4167 3.9269 -0.048
C -12.6862 -14.5392 3.9528 -0.095
C -13.3793 -14.7034 2.7659 0.029
H -10.6186 -14.5997 0.7236 0.146
H -9.5598 -14.3534 2.8460 0.114
H -13.1478 -14.5240 4.9410 0.119
H -14.4660 -14.7275 2.7548 0.130



Record 8
18
Properties=species:S:1:pos:R:3:lowdin_charge:R:1 method="wB97M-V/def2-TZVPD" gap_ev=9.122 lumo_ev=0.391 spin_multiplicity=1 e_homo_ev=-8.732 de_lowest_kcal_mol=114.5 molar_mass_g_mol=123.15
O 0.6196 1.6778 -2.2383 0.082
C 0.4495 0.9987 -1.2223 -0.318
C -0.9772 0.5643 -0.7212 -0.185
N -1.5862 -0.8780 -0.8582 0.030
C -0.6425 -1.6213 0.0816 -0.220
C 0.1391 -0.7377 0.9029 -0.217
C 1.4582 -0.0428 0.5130 -0.122
C 0.7876 1.3280 0.1914 -0.208
C -0.5754 0.8358 0.7078 -0.080
H -1.5766 1.4496 -1.0234 0.160
H -1.4684 -1.2731 -1.8118 0.104
H -0.0539 -2.4196 -0.3526 0.114
H -1.2579 -2.1885 0.8473 0.125
H 0.2792 -1.1321 1.8787 0.115
H 2.2766 -0.1631 -0.3405 0.153
H 2.0724 -0.1040 1.4618 0.120
H 1.2310 2.4274 0.4417 0.195
H -1.1749 1.2787 1.5419 0.152



Record 9
16
Properties=species:S:1:pos:R:3:lowdin_spin:R:1 method="wB97M-V/def2-TZVPD" gap_ev="12.373 / 6.635" total_charge=+1 lumo_ev="-3.610 / -9.330" spin_multiplicity=2 e_homo_ev="-15.983 / -15.965" de_lowest_kcal_mol=52.9 molar_mass_g_mol=77.13
C 0.7222 1.8068 -1.0210 0.011
C 1.6317 0.9994 -0.0038 -0.001
H 0.3892 2.7771 -0.6017 0.001
H -0.2402 1.2806 -1.2072 0.004
H 1.1395 1.9727 -2.0094 0.001
H 1.9011 0.0447 -0.4393 0.000
H 2.6723 1.4459 0.2713 0.000
H 1.0962 0.7805 0.9536 0.000
N -0.7920 -1.2691 -0.4171 0.756
C -1.5404 -1.0984 0.8366 0.032
O -1.4459 -2.2843 1.6503 0.147
H 0.1113 -0.7659 -0.4191 0.013
H -1.2410 -1.7348 -1.1515 0.020
H -1.2152 -0.3241 1.4705 0.001
H -2.5220 -0.8554 0.5730 0.016
H -0.6669 -2.7757 1.5148 0.000



Record 10
20
Properties=species:S:1:pos:R:3:lowdin_charge:R:1 method="wB97M-V/def2-TZVPD" gap_ev=12.028 lumo_ev=1.159 spin_multiplicity=1 e_homo_ev=-10.869 de_lowest_kcal_mol=15.1 molar_mass_g_mol=86.18
C -0.0408 -0.4253 -2.2877 -0.104
C -0.4818 0.8387 -1.4990 -0.241
C 0.1398 0.9396 -0.0934 -0.204
C 0.2429 -0.3494 0.7242 -0.441
C 1.2935 -0.1869 1.8328 -0.079
C -1.1495 -0.6559 1.2728 -0.085
H -0.8498 -1.1497 -2.3519 0.067
H 0.2065 -0.1847 -3.3212 0.062
H 0.8430 -0.8731 -1.8347 0.060
H -1.5681 0.7505 -1.3896 0.094
H -0.2786 1.7194 -2.0990 0.094
H -0.4485 1.6058 0.5188 0.107
H 1.1642 1.2808 -0.2862 0.116
H 0.5377 -1.2148 0.1382 0.112
H 1.0068 -0.8818 2.6282 0.072
H 1.4277 0.8027 2.2615 0.074
H 2.2757 -0.4936 1.4716 0.072
H -1.7607 -0.8715 0.4128 0.059
H -1.3307 -1.6039 1.7906 0.080
H -1.6686 0.1709 1.7512 0.082



Record 11
15
Properties=species:S:1:pos:R:3:lowdin_charge:R:1 method="wB97M-V/def2-TZVPD" gap_ev=7.458 lumo_ev=-0.617 spin_multiplicity=1 e_homo_ev=-8.075 de_lowest_kcal_mol=46.8 molar_mass_g_mol=266.92
C 0.3916 0.0595 -0.8867 -0.108
C -0.0458 -0.4568 0.2923 -0.103
C -0.5991 0.6553 -1.7518 -0.106
C -1.3552 -0.8752 0.7446 -0.075
C -1.8873 0.5609 -1.8099 -0.285
C -2.5564 -0.8018 0.3326 -0.252
N -2.9926 0.2181 -2.1306 -0.307
O -3.6796 -0.8413 0.1870 0.146
Br 2.4239 0.9052 -5.0327 0.292
Br -4.5982 1.2228 -1.7388 0.612
H 1.3386 0.6243 -1.0988 0.119
H 0.7356 -0.6701 1.0234 0.103
H -0.0430 1.0631 -2.6190 0.099
H -1.4017 -1.0849 1.8280 0.145
H 1.5260 1.9293 -4.5585 -0.280



Record 12
10
Properties=species:S:1:pos:R:3:lowdin_charge:R:1 method="wB97M-V/def2-TZVPD" gap_ev=8.941 lumo_ev=-0.392 spin_multiplicity=1 e_homo_ev=-9.333 de_lowest_kcal_mol=109.2 molar_mass_g_mol=183.98
C 1.2382 0.1299 -0.2806 -0.173
C 0.2905 -0.1858 0.8081 -0.876
N -0.1269 0.7151 -0.1408 -0.275
N -1.1316 0.5135 -1.0559 -0.030
I 0.4217 -0.0007 2.9012 0.750
H 2.1121 0.8455 -0.0103 0.124
H 1.5244 -0.7991 -0.8684 0.114
H -0.7964 -1.6478 0.3013 0.168
H -1.5675 -0.6383 -0.9059 0.118
H -1.9644 1.0677 -0.7487 0.079